C3H4ClNS | ωB97M-V with the def2-TZVPD basis set

Output
HOMO level: -9.53 eV
relative energy (zero: lowest compared OMol25 entry of this formula, charge and spin): 65.5 kJ/mol
structure (SMILES): C=CCl.N=C=S
spin multiplicity: 1
frontier orbital gap: 10.450 eV

Each line ends with the Mulliken charge.
Atoms and positions in Å:
C: -3.360 -0.065 -0.101  0.386
C: 2.571 -0.696 0.022  -0.587
C: 2.504 0.539 0.472  -0.055
N: -4.119 0.271 -0.960  -0.348
S: -2.190 -0.398 0.856  -0.328
Cl: 1.215 1.611 0.091  -0.161
H: -5.089 0.199 -1.185  0.287
H: 3.402 -1.319 0.303  0.242
H: 1.824 -1.123 -0.623  0.242
H: 3.242 0.982 1.125  0.322

=====

C3H4ClP | ωB97M-V with the def2-TZVPD basis set

Output
HOMO level (alpha / beta): -8.25 / -8.18 eV
relative energy (zero: lowest compared OMol25 entry of this formula, charge and spin): 263.2 kJ/mol
spin multiplicity: 1
frontier orbital gap (alpha / beta): 7.090 / 6.930 eV

Each line ends with the Mulliken charge.
Atoms and positions in Å:
C: 0.910 0.283 1.566  0.057
C: 0.799 0.019 0.435  -0.204
C: 0.729 -0.381 -0.918  -1.183
P: -2.593 1.221 -0.199  0.115
Cl: -3.350 -0.184 0.980  -0.118
H: 1.340 0.695 2.412  0.421
H: -0.071 -0.968 -1.336  0.336
H: 1.545 -1.084 -1.223  0.278
H: 0.689 0.399 -1.717  0.299

=====

C3H4CoLiO4 | ωB97M-V with the def2-TZVPD basis set

Output
HOMO level (alpha / beta): -14.13 / -14.12 eV
expectation value of S²: 3.77
relative energy (zero: lowest compared OMol25 entry of this formula, charge and spin): 7.8 kJ/mol
charge: +1
spin multiplicity: 4
frontier orbital gap (alpha / beta): 7.323 / 7.274 eV

Each line ends with the Mulliken spin population.
Atoms and positions in Å:
O: 0.853 0.174 -1.114  0.193
O: -0.910 0.651 0.499  0.008
C: -2.176 0.026 0.377  0.001
C: -1.856 -1.413 -0.030  0.000
O: -0.572 -1.418 -0.610  0.021
C: 0.222 -0.405 -0.084  -0.050
H: -2.700 0.038 1.334  -0.001
H: -2.793 0.511 -0.380  0.002
H: -2.597 -1.762 -0.750  0.002
H: -1.862 -2.061 0.849  0.002
O: 1.201 -0.844 0.804  0.408
Li: -0.255 2.005 -0.695  -0.003
Co: 1.644 1.215 0.537  2.419

=====

C3H4CrO4 | ωB97M-V with the def2-TZVPD basis set

Output
HOMO level (alpha / beta): -8.38 / -9.57 eV
expectation value of S²: 6.02
relative energy (zero: lowest compared OMol25 entry of this formula, charge and spin): 0.0 kJ/mol
spin multiplicity: 5
frontier orbital gap (alpha / beta): 8.212 / 9.087 eV

Each line ends with the Mulliken spin population.
Atoms and positions in Å:
C: -4.021 2.273 -0.400  0.000
C: -3.331 0.993 -0.034  -0.001
O: -4.292 -0.118 -0.155  0.001
C: -4.072 -1.268 0.453  0.004
O: -5.028 -2.095 0.518  -0.023
O: -3.042 -1.462 1.161  -0.023
O: -4.990 2.662 0.220  0.000
Cr: -4.117 -2.806 2.139  4.104
H: -3.627 2.823 -1.282  0.000
H: -2.876 1.124 0.958  0.000
H: -2.486 0.793 -0.707  0.000
H: -4.624 -2.519 3.793  -0.061

=====

C3H4CsMgO4 | ωB97M-V with the def2-TZVPD basis set

Output
HOMO level (alpha / beta): -4.62 / -7.46 eV
expectation value of S²: 0.75
relative energy (zero: lowest compared OMol25 entry of this formula, charge and spin): 0.0 kJ/mol
spin multiplicity: 2
frontier orbital gap (alpha / beta): 3.104 / 5.918 eV

Each line ends with the Mulliken spin population.
Atoms and positions in Å:
O: -0.529 1.317 -0.676  -0.045
O: -2.039 2.941 0.810  0.050
C: -3.361 3.204 0.459  0.025
C: -3.840 2.050 -0.431  0.001
O: -2.694 1.580 -1.145  -0.011
C: -1.755 1.018 -0.327  0.028
H: -4.018 3.255 1.348  0.002
H: -3.491 4.158 -0.085  0.003
H: -4.598 2.357 -1.161  0.001
H: -4.218 1.225 0.191  0.000
O: -1.988 -0.056 0.280  0.002
Mg: -0.397 3.321 -0.224  0.903
Cs: 1.667 -2.383 0.105  0.041

=====

C3H4CuO5 | ωB97M-V with the def2-TZVPD basis set

Output
HOMO level (alpha / beta): -8.48 / -9.45 eV
expectation value of S²: 0.76
relative energy (zero: lowest compared OMol25 entry of this formula, charge and spin): 124.0 kJ/mol
spin multiplicity: 2
frontier orbital gap (alpha / beta): 7.014 / 7.989 eV

Each line ends with the Mulliken spin population.
Atoms and positions in Å:
C: 1.048 1.583 -2.591  -0.018
C: 1.352 1.850 -1.225  0.628
O: 1.431 0.972 -0.231  0.074
C: 2.399 -0.023 -0.081  0.000
O: 2.801 -0.180 1.072  0.008
O: 2.850 -0.584 -1.109  0.002
O: 0.340 0.648 -2.992  0.270
H: 1.368 2.380 -3.285  0.009
H: 1.400 2.884 -0.880  0.027
H: 3.973 -1.587 -0.815  0.000
O: 4.887 -2.367 -0.111  0.000
H: 4.996 -3.215 -0.543  0.000
Cu: 4.580 -1.657 1.829  0.001

=====

C3H4DyLiO3 | ωB97M-V with the def2-TZVPD basis set

Output
HOMO level (alpha / beta): -15.43 / -15.43 eV
expectation value of S²: 9.42
relative energy (zero: lowest compared OMol25 entry of this formula, charge and spin): 643.1 kJ/mol
charge: +2
spin multiplicity: 6
frontier orbital gap (alpha / beta): 5.265 / 4.176 eV

Each line ends with the Mulliken spin population.
Atoms and positions in Å:
O: -0.505 -1.527 -0.387  -0.020
C: -0.971 -0.639 0.398  0.254
C: 1.224 -1.388 -0.142  0.007
O: -1.995 -0.239 0.980  -0.050
O: -0.019 0.191 0.758  -0.019
C: 1.255 0.074 -0.005  0.002
H: 1.564 -1.907 0.762  0.000
H: 1.741 -1.783 -1.020  -0.001
H: 1.552 0.422 -1.007  -0.005
H: -3.514 3.307 -0.783  0.537
Li: 2.203 1.827 0.872  -0.003
Dy: -2.534 1.662 -0.425  4.297

=====

C3H4EuO4 | ωB97M-V with the def2-TZVPD basis set

Output
HOMO level (alpha / beta): -7.06 / -7.07 eV
expectation value of S²: 15.76
relative energy (zero: lowest compared OMol25 entry of this formula, charge and spin): 50.6 kJ/mol
spin multiplicity: 8
frontier orbital gap (alpha / beta): 5.007 / 5.110 eV

Each line ends with the Mulliken spin population.
Atoms and positions in Å:
Eu: 0.483 -2.426 -0.327  7.060
O: 1.374 -0.343 0.461  -0.017
O: 0.980 1.816 -1.040  -0.003
C: 0.440 2.958 -0.462  0.000
C: -0.602 2.473 0.549  0.002
O: -0.062 1.265 1.084  -0.002
C: 0.372 0.425 0.084  -0.024
H: 1.215 3.534 0.089  0.000
H: -0.068 3.612 -1.201  0.000
H: -1.547 2.229 0.040  0.000
H: -0.746 3.172 1.382  0.000
O: -0.593 -0.248 -0.529  -0.016

=====

C3H4F2 | ωB97M-V with the def2-TZVPD basis set

Output
HOMO level: -10.02 eV
relative energy (zero: lowest compared OMol25 entry of this formula, charge and spin): 70.1 kJ/mol
structure (SMILES): F/C=C\CF
spin multiplicity: 1
frontier orbital gap: 11.037 eV

Each line ends with the Mulliken charge.
Atoms and positions in Å:
C: 0.937 -0.648 0.046  -0.175
C: -0.053 0.546 0.003  -0.252
C: -1.390 0.467 -0.117  -0.176
H: 0.772 -1.450 -0.633  0.273
H: 1.019 -1.094 1.002  0.224
H: 0.485 1.520 0.010  0.297
H: -1.886 1.367 0.038  0.354
F: 2.214 -0.037 -0.211  -0.305
F: -2.099 -0.671 -0.139  -0.239

=====

C3H4F2 | ωB97M-V with the def2-TZVPD basis set

Output
HOMO level: -10.76 eV
relative energy (zero: lowest compared OMol25 entry of this formula, charge and spin): 249.6 kJ/mol
structure (SMILES): F/C=C\CF
spin multiplicity: 1
frontier orbital gap: 11.457 eV

Each line ends with the Mulliken charge.
Atoms and positions in Å:
C: -0.045 0.879 -0.804  -0.140
C: 0.165 -0.530 -0.113  -0.277
C: -0.253 -0.828 1.074  0.040
H: 0.866 1.608 -0.410  0.215
H: -1.161 1.264 -0.538  0.238
H: 0.930 -1.148 -0.559  0.292
H: 0.309 -1.901 1.508  0.187
F: -0.003 0.854 -2.366  -0.330
F: -0.809 -0.197 2.210  -0.224

=====

C3H4F2IN | ωB97M-V with the def2-TZVPD basis set

Output
HOMO level: -8.49 eV
relative energy (zero: lowest compared OMol25 entry of this formula, charge and spin): 214.6 kJ/mol
spin multiplicity: 1
frontier orbital gap: 8.702 eV

Each line ends with the Mulliken charge.
Atoms and positions in Å:
C: 0.664 -0.347 -0.130  0.614
C: 0.921 0.420 -1.326  -0.997
C: -1.294 0.301 0.871  0.171
N: 1.144 -1.282 0.464  -0.491
F: -2.258 0.416 -0.062  -0.210
F: -1.145 1.524 1.424  -0.228
I: -1.730 -1.183 2.351  0.013
H: -0.011 0.673 -1.832  0.286
H: 1.434 1.345 -1.060  0.291
H: 1.552 -0.170 -1.993  0.336
H: 0.724 -1.697 1.293  0.214

=====

C3H4F2N2 | ωB97M-V with the def2-TZVPD basis set

Output
HOMO level: -8.75 eV
relative energy (zero: lowest compared OMol25 entry of this formula, charge and spin): 506.0 kJ/mol
spin multiplicity: 1
frontier orbital gap: 8.755 eV

Each line ends with the Mulliken charge.
Atoms and positions in Å:
C: -0.165 1.845 -1.326  -0.057
C: -1.553 -0.152 -1.492  -0.271
C: 1.715 0.090 1.291  -0.341
N: -0.907 0.874 -1.150  0.024
N: 1.808 -0.954 0.615  -0.165
F: 0.383 2.500 -0.336  -0.150
F: 3.026 -1.348 0.106  -0.151
H: -2.661 -0.351 -1.489  0.253
H: -0.925 -1.177 -1.615  0.206
H: 2.572 0.709 1.320  0.332
H: 0.734 0.355 1.672  0.320

=====

C3H4F2N2 | ωB97M-V with the def2-TZVPD basis set

Output
HOMO level: -8.88 eV
relative energy (zero: lowest compared OMol25 entry of this formula, charge and spin): 145.9 kJ/mol
structure (SMILES): N/N=C\C(F)=C/F
spin multiplicity: 1
frontier orbital gap: 9.671 eV

Each line ends with the Mulliken charge.
Atoms and positions in Å:
C: 0.783 0.785 -0.530  -0.168
C: 1.042 -0.529 0.195  0.351
C: 0.238 -1.524 0.615  -0.148
H: -2.199 1.754 -0.529  0.249
H: -1.652 0.297 0.168  0.248
H: 1.648 1.172 -1.053  0.345
H: 0.571 -2.482 1.038  0.348
N: -1.430 1.231 -0.122  -0.325
N: -0.253 1.479 -0.698  -0.361
F: 2.390 -0.770 0.328  -0.264
F: -1.138 -1.414 0.587  -0.274

=====

C3H4F2O | ωB97M-V with the def2-TZVPD basis set

Output
HOMO level: -9.84 eV
relative energy (zero: lowest compared OMol25 entry of this formula, charge and spin): 132.6 kJ/mol
structure (SMILES): OCC=C(F)F
spin multiplicity: 1
frontier orbital gap: 10.556 eV

Each line ends with the Mulliken charge.
Atoms and positions in Å:
C: 0.138 0.776 0.205  -0.318
C: -0.443 0.613 1.349  0.393
C: 0.491 -0.314 -0.948  -0.222
O: 0.159 -1.582 -0.439  -0.512
F: -0.742 1.606 2.222  -0.237
F: -0.816 -0.537 1.916  -0.202
H: 0.205 1.799 -0.266  0.254
H: -0.235 -0.071 -1.715  0.281
H: 1.505 -0.105 -1.243  0.257
H: -0.262 -2.186 -1.081  0.305

=====

C3H4F5OP | ωB97M-V with the def2-TZVPD basis set

Output
HOMO level: -8.98 eV
relative energy (zero: lowest compared OMol25 entry of this formula, charge and spin): 232.5 kJ/mol
structure (SMILES): CO[P@H](=C(F)F)C(F)(F)F
spin multiplicity: 1
frontier orbital gap: 8.846 eV

Each line ends with the Mulliken charge.
Atoms and positions in Å:
C: 2.380 -0.119 0.452  -0.594
C: -1.280 2.281 -0.338  0.018
C: -1.285 -1.258 -0.076  0.759
O: 1.046 -0.565 0.163  -0.339
F: -2.361 1.733 -0.932  -0.129
F: -1.579 2.634 0.942  -0.140
F: -2.629 -1.025 0.024  -0.241
F: -0.968 -1.762 1.180  -0.255
F: -1.145 -2.209 -0.988  -0.230
P: -0.252 0.288 -0.293  0.291
H: 2.321 0.996 0.462  0.289
H: 3.130 -0.325 -0.265  0.274
H: 2.733 -0.737 1.299  0.230
H: -0.112 0.069 -1.629  0.067

=====

C3H4FN | ωB97M-V with the def2-TZVPD basis set

Output
HOMO level: -12.20 eV
relative energy (zero: lowest compared OMol25 entry of this formula, charge and spin): 18.5 kJ/mol
structure (SMILES): N#CCCF
spin multiplicity: 1
frontier orbital gap: 12.984 eV

Each line ends with the Mulliken charge.
Atoms and positions in Å:
C: 1.916 -0.049 0.093  0.156
C: 0.401 -0.430 0.432  -0.359
C: -0.531 0.580 -0.226  -0.359
N: 2.949 0.412 -0.081  -0.352
F: -1.810 0.290 0.114  -0.269
H: 0.319 -1.346 -0.013  0.287
H: 0.235 -0.512 1.562  0.291
H: -0.319 0.580 -1.247  0.324
H: -0.230 1.549 0.154  0.282

=====

C3H4FN | ωB97M-V with the def2-TZVPD basis set

Output
HOMO level (alpha / beta): -10.28 / -10.28 eV
relative energy (zero: lowest compared OMol25 entry of this formula, charge and spin): 345.0 kJ/mol
spin multiplicity: 1
frontier orbital gap (alpha / beta): 8.594 / 8.597 eV

Each line ends with the Mulliken charge.
Atoms and positions in Å:
C: -1.243 1.047 -1.563  -0.168
C: 0.333 -1.036 0.596  -0.726
C: 0.307 0.499 0.408  0.098
N: -1.889 1.391 -2.441  -0.341
F: 1.529 0.947 0.162  -0.138
H: 1.016 -1.099 1.489  0.291
H: 0.972 -1.286 -0.280  0.272
H: -0.536 -1.651 0.794  0.328
H: -0.489 1.188 0.834  0.383

=====

C3H4FN3O2 | ωB97M-V with the def2-TZVPD basis set

Output
HOMO level: -11.21 eV
relative energy (zero: lowest compared OMol25 entry of this formula, charge and spin): 0.0 kJ/mol
structure (SMILES): CN(F)[C@H](C#N)[N+](=O)[O-]
spin multiplicity: 1
frontier orbital gap: 11.200 eV

Each line ends with the Mulliken charge.
Atoms and positions in Å:
C: 1.150 0.540 0.896  0.236
C: -0.876 -1.584 0.528  -0.737
C: 0.548 0.274 -0.369  0.151
N: 1.582 0.634 1.952  -0.383
N: -0.673 -0.428 -0.349  -0.038
N: 0.424 1.601 -1.164  0.941
O: 0.317 1.478 -2.336  -0.569
O: 0.499 2.611 -0.571  -0.531
F: -1.451 0.624 0.267  -0.264
H: -0.637 -2.439 -0.047  0.300
H: -0.272 -1.388 1.475  0.312
H: -1.893 -1.640 0.839  0.278
H: 1.281 -0.284 -1.122  0.304

=====

C3H4FN3S | ωB97M-V with the def2-TZVPD basis set

Output
HOMO level: -8.24 eV
relative energy (zero: lowest compared OMol25 entry of this formula, charge and spin): 41.7 kJ/mol
structure (SMILES): Nc1ncc(F)n1S
spin multiplicity: 1
frontier orbital gap: 8.732 eV

Each line ends with the Mulliken charge.
Atoms and positions in Å:
C: -1.131 -0.466 -0.006  0.409
C: 0.458 -1.915 0.016  -0.396
C: 1.053 -0.714 0.001  0.442
H: -2.436 0.956 -0.534  0.240
H: -3.110 -0.490 -0.067  0.284
H: 0.911 -2.877 0.003  0.422
H: 0.166 2.174 1.268  0.165
N: -2.354 0.162 0.080  -0.492
N: -0.925 -1.752 -0.001  -0.638
N: 0.045 0.263 -0.005  -0.005
F: 2.320 -0.322 -0.011  -0.282
S: 0.247 1.937 -0.072  -0.148

=====

C3H4FN3S | ωB97M-V with the def2-TZVPD basis set

Output
HOMO level: -7.31 eV
relative energy (zero: lowest compared OMol25 entry of this formula, charge and spin): 365.5 kJ/mol
spin multiplicity: 1
frontier orbital gap: 6.894 eV

Each line ends with the Mulliken charge.
Atoms and positions in Å:
C: -1.191 -0.567 0.972  -0.635
C: 0.015 -1.174 1.214  0.162
C: -0.092 0.544 -0.662  0.413
N: -1.149 0.254 -0.073  -0.310
N: 1.066 -0.790 0.568  -0.353
N: 0.568 1.220 -1.571  -0.329
F: 2.767 0.720 -0.001  -0.355
S: 2.670 -0.701 1.021  0.151
H: -2.127 -0.666 1.516  0.391
H: 0.131 -1.801 2.046  0.388
H: 0.472 1.104 -2.569  0.227
H: 1.352 1.789 -1.180  0.250